(1)
{"formula": "C4H12O3Si", "method": "ωB97M-V/def2-TZVPD", "largest_force_ha_per_bohr": 0.0631, "homo_lumo_gap_ev": 11.20, "smiles": "CO[Si](C)(OC)OC", "e_lumo_ev": 0.94, "e_above_lowest_kcal_mol": 0.00, "e_tot_ha": -674.91365, "symbols": ["C", "O", "Si", "C", "O", "C", "O", "C", "H", "H", "H", "H", "H", "H", "H", "H", "H", "H", "H", "H"], "positions_angstrom": [[-2.482452, 0.303765, -0.352235], [-1.476741, -0.579590, -0.564773], [-0.040306, -0.167593, 0.183825], [-0.070325, -0.808886, 1.958137], [1.198849, -0.908492, -0.628400], [0.921026, -1.235011, -1.950220], [0.265345, 1.458439, 0.138741], [1.614822, 1.740109, 0.446371], [-2.935202, 0.125871, 0.617331], [-2.076173, 1.306804, -0.329947], [-3.230478, 0.201384, -1.147882], [-1.076928, -1.035515, 2.290157], [0.410393, -0.056328, 2.622157], [0.527569, -1.705383, 1.978919], [0.566123, -0.334730, -2.487452], [0.141996, -2.010399, -1.916796], [1.870258, -1.592377, -2.392229], [2.217687, 1.372936, -0.397259], [1.962026, 1.126640, 1.287095], [1.692512, 2.798358, 0.644459]], "atomic_forces_ev_per_a": [[-1.76, 1.24, 0.10], [3.05, -1.09, -0.16], [-0.02, -0.95, 0.54], [0.60, 1.18, -0.47], [-0.41, 0.51, 1.64], [0.21, -0.29, -0.96], [-1.04, -0.56, -0.04], [0.45, -0.79, -0.49], [-0.52, -0.02, 0.26], [-0.38, 0.63, -0.19], [0.02, 0.18, 0.26], [-0.13, 0.06, 0.12], [-0.45, -0.55, -0.22], [0.17, -0.42, 0.14], [0.08, -0.56, -0.16], [0.29, 0.12, -0.78], [-0.67, 0.03, -0.07], [0.18, 0.72, 0.16], [-0.02, 0.40, 0.29], [0.32, 0.17, 0.03]], "lowdin_charge": [-0.185, -0.190, 0.294, -0.094, -0.212, -0.155, -0.205, -0.137, 0.084, 0.073, 0.098, 0.030, 0.044, 0.028, 0.093, 0.086, 0.095, 0.087, 0.077, 0.088]}

---

(2)
{"formula": "C5H7P", "method": "ωB97M-V/def2-TZVPD", "largest_force_ha_per_bohr": 0.1152, "homo_lumo_gap_ev": 9.55, "smiles": "CC1=CC=[PH]=C1", "e_lumo_ev": 1.02, "e_above_lowest_kcal_mol": 39.53, "e_tot_ha": -535.95152, "symbols": ["C", "C", "C", "C", "P", "C", "H", "H", "H", "H", "H", "H", "H"], "positions_angstrom": [[1.766251, 0.314530, 0.296917], [0.182988, 0.358449, 0.197360], [-0.598148, -1.337482, 0.065062], [-1.896512, -1.122045, -0.049732], [-2.451032, 0.565492, 0.175768], [-0.775967, 1.246407, 0.162504], [2.002162, 0.552963, 1.312360], [2.155507, 1.102191, -0.450765], [2.123817, -0.760681, 0.110824], [0.077013, -2.152784, -0.253688], [-2.628262, -1.773607, -0.351839], [-3.062446, 0.687143, -1.190513], [-0.596786, 2.247934, 0.199975]], "atomic_forces_ev_per_a": [[-1.95, 0.08, -1.69], [0.96, -5.84, -0.15], [2.25, 4.03, -0.72], [1.54, 1.14, 0.37], [-0.96, 0.31, -0.43], [-0.84, -1.73, -0.65], [0.52, 0.38, 0.54], [-0.17, -1.46, 1.29], [-0.46, 1.84, -0.08], [-0.74, 0.28, 0.68], [-1.51, -1.96, -0.45], [0.99, 0.16, 1.13], [0.37, 2.77, 0.17]], "lowdin_charge": [-0.071, -0.236, -0.055, -0.432, 0.851, -0.366, 0.044, 0.095, 0.081, 0.076, 0.018, -0.031, 0.025]}

---

(3)
{"formula": "C26H20AsIrN6OS5", "method": "ωB97M-V/def2-TZVPD", "largest_force_ha_per_bohr": 0.0871, "charge": 1, "homo_lumo_gap_ev": [5.29, 5.28], "e_lumo_ev": [-4.99, -5.00], "s2": 0.765, "e_tot_ha": -5737.49789, "spin_multiplicity": 2, "symbols": ["Ir", "C", "O", "C", "C", "C", "C", "C", "C", "C", "N", "C", "C", "N", "C", "C", "C", "C", "N", "C", "C", "N", "C", "C", "C", "C", "H", "H", "H", "H", "H", "H", "H", "H", "H", "H", "H", "H", "H", "H", "S", "As", "S", "S", "S", "N", "C", "S", "C", "C", "C", "N", "C", "C", "H", "H", "H", "H", "H", "H"], "positions_angstrom": [[-0.063000, -0.032900, 0.115100], [10.161300, 9.080700, 0.202300], [8.763700, 9.278400, 0.161200], [7.938900, 8.225200, 0.138100], [6.564900, 8.521100, 0.107600], [5.633300, 7.517200, 0.085300], [6.037500, 6.173100, 0.091000], [7.403900, 5.878400, 0.119300], [8.344000, 6.885300, 0.143000], [5.032000, 5.146000, 0.068900], [3.730400, 5.362400, 0.054000], [3.146400, 4.146300, 0.037700], [4.126000, 3.141100, 0.039900], [5.313400, 3.802600, 0.060600], [3.822300, 1.758300, 0.021600], [4.759100, 0.721200, 0.023700], [4.303000, -0.585000, 0.018000], [2.936500, -0.827800, 0.006500], [2.021100, 0.135400, -0.011600], [2.440300, 1.430000, 0.001700], [1.432500, 2.437400, 0.007500], [0.137000, 2.014200, 0.009800], [-0.819400, 2.934800, 0.009600], [-0.571400, 4.303000, 0.019400], [0.732800, 4.757900, 0.032500], [1.760300, 3.816100, 0.024200], [10.595800, 10.078200, 0.218600], [10.516000, 8.545900, -0.683800], [10.462100, 8.540100, 1.104700], [6.269600, 9.557400, 0.104200], [4.577200, 7.732000, 0.063500], [7.747000, 4.854300, 0.124900], [9.389200, 6.626500, 0.166100], [6.229600, 3.386000, 0.069500], [5.816500, 0.936100, 0.035900], [4.988900, -1.416200, 0.026400], [2.565900, -1.841000, 0.013700], [-1.840400, 2.575600, 0.000000], [-1.402600, 4.987900, 0.017600], [0.976700, 5.808700, 0.044100], [-3.192200, 1.942800, 3.072900], [-2.312700, 0.122300, 2.398200], [-2.406300, -0.081300, 0.180200], [-0.147400, 0.086500, 2.788700], [-3.375600, -1.454500, 3.357000], [0.615400, -7.030000, -1.086500], [0.046000, -6.330600, -0.082900], [-0.641700, -7.207500, 1.203100], [0.031500, -4.911600, -0.081700], [0.572500, -4.096300, -1.111900], [0.509300, -2.733800, -1.016900], [-0.031500, -2.073800, 0.035500], [-0.561700, -2.843300, 1.014700], [-0.553600, -4.203300, 0.997100], [0.570700, -8.033900, -1.084100], [0.989000, -6.565900, -1.895400], [1.048700, -4.531700, -1.977000], [0.898200, -2.116600, -1.818000], [-1.010500, -2.327700, 1.854200], [-0.983500, -4.753100, 1.819000]], "atomic_forces_ev_per_a": [[0.26, 0.15, 1.73], [0.30, -0.08, 0.01], [-0.22, 0.25, -0.01], [-0.44, -0.46, -0.01], [0.39, 0.08, 0.01], [0.16, -0.40, 0.00], [0.70, 0.46, 0.01], [-0.68, 0.12, -0.01], [0.30, 0.46, 0.01], [-0.47, -0.35, -0.01], [0.10, 0.46, 0.01], [0.86, -1.04, -0.01], [-1.04, 0.31, -0.02], [0.26, 0.17, 0.00], [-0.49, 0.14, -0.03], [-0.37, -0.68, 0.01], [0.38, 0.67, -0.02], [-0.43, -0.10, -0.01], [0.51, 0.28, 0.24], [0.74, -0.39, 0.01], [-0.24, 0.85, 0.07], [-0.02, 0.43, 0.25], [-0.45, -0.32, -0.01], [0.72, 0.31, -0.03], [-0.69, -0.17, -0.02], [0.12, -0.85, -0.04], [0.00, -0.11, 0.00], [-0.04, 0.02, 0.04], [-0.04, 0.02, -0.05], [-0.04, 0.14, 0.00], [-0.08, 0.10, 0.00], [0.10, -0.09, 0.00], [0.14, 0.01, 0.00], [-0.06, 0.13, 0.00], [0.11, -0.02, 0.01], [0.04, -0.08, 0.01], [-0.01, -0.04, 0.07], [0.06, -0.15, 0.06], [-0.11, 0.04, 0.01], [0.02, 0.10, 0.01], [0.07, -0.66, 0.05], [-1.04, -0.01, -0.06], [0.47, 0.05, 0.66], [0.23, -0.14, -3.06], [0.27, 0.81, -0.10], [-0.03, 1.15, -0.08], [-0.68, -4.18, 1.45], [0.63, 0.81, -1.19], [-0.02, 3.56, 0.00], [-0.36, -1.20, 0.73], [-0.25, 0.93, 0.24], [-0.18, -1.29, 0.15], [-0.02, 1.06, -0.07], [0.52, -1.20, -0.85], [-0.05, -0.02, 0.14], [0.05, -0.14, -0.10], [-0.01, 0.08, -0.11], [0.04, 0.04, 0.03], [0.10, -0.01, -0.13], [-0.05, -0.02, 0.01]], "lowdin_charge": [0.853, -0.066, -0.062, -0.268, 0.021, -0.007, -0.163, -0.021, -0.006, -0.242, 0.196, -0.161, -0.125, 0.191, -0.059, 0.034, -0.013, -0.100, -0.057, -0.134, -0.135, -0.090, -0.115, 0.002, 0.048, -0.056, 0.099, 0.099, 0.100, 0.125, 0.114, 0.104, 0.107, 0.154, 0.123, 0.119, 0.102, 0.066, 0.122, 0.131, 0.117, -0.494, 0.096, 0.196, 0.109, 0.096, -0.766, 0.708, -0.205, 0.020, -0.132, -0.169, -0.135, 0.000, 0.103, 0.094, 0.113, 0.122, 0.014, 0.082]}

---

(4)
{"formula": "C5H5HgNO5", "method": "ωB97M-V/def2-TZVPD", "largest_force_ha_per_bohr": 0.1206, "charge": 2, "homo_lumo_gap_ev": 8.52, "e_lumo_ev": -9.70, "e_above_lowest_kcal_mol": 4.56, "e_tot_ha": -777.23302, "symbols": ["O", "C", "Hg", "C", "C", "O", "O", "N", "C", "C", "O", "O", "H", "H", "H", "H", "H"], "positions_angstrom": [[0.251794, -3.405761, 3.375475], [-0.100980, -2.951153, 2.397823], [-0.988787, -1.762247, 0.059078], [-2.794390, -2.836232, -0.411274], [1.201554, -2.845571, -1.196723], [-3.873504, -2.894730, -0.827015], [2.099620, -3.174166, -1.810768], [-0.184822, 2.896455, -0.328683], [1.072007, 2.128891, -0.073806], [0.626790, 0.683077, 0.022251], [1.423311, -0.241065, 0.264808], [-0.658760, 0.541933, -0.156793], [-0.240803, 3.124726, -1.326330], [-0.187975, 3.776996, 0.188383], [-0.956926, 2.225350, -0.095162], [1.751837, 2.254644, -0.918094], [1.560035, 2.478853, 0.836828]], "atomic_forces_ev_per_a": [[-0.79, 1.05, -2.29], [0.61, -0.77, 1.84], [1.86, 1.12, 0.28], [-5.76, 0.03, -2.29], [1.65, -0.71, -1.42], [5.29, -0.12, 2.13], [-2.15, 0.83, 1.59], [0.32, 0.66, -0.32], [0.00, -0.18, -0.22], [1.17, -1.80, 0.63], [-1.87, 1.31, -0.47], [0.16, -1.96, 0.29], [-0.26, 0.05, 0.18], [-0.34, -0.05, 0.06], [0.14, 0.76, -0.09], [0.05, -0.04, 0.17], [-0.08, -0.18, -0.06]], "lowdin_charge": [0.151, 0.043, 1.088, 0.039, 0.035, 0.222, 0.153, 0.194, -0.014, -0.603, 0.014, -0.156, 0.184, 0.184, 0.145, 0.160, 0.161]}

---

(5)
{"formula": "H4O2", "method": "ωB97M-V/def2-TZVPD", "largest_force_ha_per_bohr": 0.0854, "homo_lumo_gap_ev": 11.46, "smiles": "O.O", "e_lumo_ev": 0.59, "e_above_lowest_kcal_mol": 7.45, "e_tot_ha": -152.86307, "symbols": ["O", "H", "H", "O", "H", "H"], "positions_angstrom": [[1.106366, -0.054785, -0.126822], [1.942582, -0.348613, 0.256436], [1.090936, 0.885193, 0.045706], [-1.662972, 0.086776, -0.051584], [-1.811014, -0.810945, -0.042885], [-0.665898, 0.242375, -0.080850]], "atomic_forces_ev_per_a": [[0.51, -0.17, 0.00], [-0.20, -0.09, -0.04], [0.23, 0.51, 0.03], [1.95, 3.93, -0.07], [-0.18, -3.10, 0.01], [-2.30, -1.08, 0.07]], "lowdin_charge": [-0.046, 0.064, 0.049, -0.061, -0.023, 0.018]}